Formula: C6H5NO2S
Source: the Open Molecules 2025 dataset
Level of theory: ωB97M-V/def2-TZVPD

```
15
Properties=species:S:1:pos:R:3:forces:R:3:lowdin_charge:R:1
S 2.967 -1.304 -1.076 1.4 0.0 0.8 0.735
O -3.363 0.386 0.821 -0.9 -0.8 0.0 0.094
O -2.171 2.072 1.564 -0.6 -3.2 -1.4 0.009
N -2.342 0.969 0.938 3.2 3.3 -0.1 -0.329
C 0.190 0.916 0.779 -1.7 -3.6 -4.3 0.011
C 1.336 0.272 0.254 -2.5 2.4 1.0 -0.161
C -1.070 -0.698 -0.672 -1.7 2.6 -0.6 -0.011
C -1.028 0.481 0.165 0.2 -1.4 2.5 -0.077
C 0.107 -1.084 -1.389 -0.1 -1.8 2.6 -0.068
C 1.333 -0.694 -0.741 0.1 0.7 0.0 -0.624
H 0.280 1.644 1.496 -0.1 1.6 1.4 0.085
H -2.181 -1.029 -0.828 2.5 0.2 -0.2 0.146
H 2.086 0.931 0.611 2.2 -0.9 0.0 0.092
H 0.067 -2.025 -2.012 0.1 1.5 0.5 0.123
H 3.787 -0.837 0.092 -2.1 -0.6 -2.1 -0.024
```
Forces are in eV/Å.

Properties
SMILES   O=[N+]([O-])c1ccc(S)cc1
Maximum force   5.861 eV Å⁻¹
LUMO   -0.514 eV
Energy above the lowest of the compared OMol25 structures with the same formula, charge and spin   68.4 kcal per mole
HOMO-LUMO gap   0.314 Ha